No. 1
{"formula": "C16H27GeHfN3O4S", "method": "ωB97M-V/def2-TZVPD", "total_charge": 2, "lumo_ev": -7.7, "relative_energy_kcal_mol": 25.04, "energy_ha": -3613.63797, "orbital_gap_ev": 7.696, "symbols": ["Hf", "O", "C", "C", "C", "C", "C", "C", "C", "O", "N", "O", "O", "H", "H", "H", "H", "C", "C", "N", "C", "S", "N", "C", "C", "H", "H", "H", "H", "H", "H", "H", "H", "H", "H", "H", "H", "C", "Ge", "C", "C", "C", "H", "H", "H", "H", "H", "H", "H", "H", "H", "H", "H"], "coordinates": [[0.34631, -0.37363, -0.25370], [2.41534, -0.05498, -0.23401], [3.10593, 1.01123, -0.17831], [2.59285, 2.32081, -0.19771], [3.49594, 3.40004, -0.06817], [3.02020, 4.67534, -0.06545], [1.65152, 4.94115, -0.19431], [0.75337, 3.90838, -0.34120], [1.19486, 2.58454, -0.35050], [0.33807, 1.58508, -0.50883], [3.97192, 5.80164, 0.07165], [3.49162, 6.91099, 0.11411], [5.14641, 5.51149, 0.14052], [4.19069, 0.89924, -0.10940], [4.55941, 3.22162, 0.03402], [1.32251, 5.97204, -0.17801], [-0.30466, 4.10005, -0.45842], [-3.45722, -0.32383, 3.73246], [-2.25754, -0.91298, 3.00228], [-2.66704, -1.92315, 2.02097], [-2.73863, -1.79948, 0.70628], [-2.23450, -0.35105, -0.14229], [-3.27763, -2.76554, -0.01920], [-3.80098, -4.03878, 0.49079], [-2.69294, -5.03376, 0.82606], [-3.11611, 0.40428, 4.46699], [-4.00518, -1.10168, 4.26520], [-4.13425, 0.17281, 3.03794], [-1.58417, -1.39917, 3.70869], [-1.71023, -0.13215, 2.48354], [-3.13141, -2.72694, 2.42404], [-3.36246, -2.58663, -1.00632], [-4.44063, -4.44862, -0.28675], [-4.44260, -3.84832, 1.35422], [-2.07806, -5.22815, -0.05318], [-3.13787, -5.97733, 1.13884], [-2.04745, -4.68128, 1.63149], [2.70536, -2.30294, -2.28364], [0.95294, -2.89971, -1.61153], [-0.25930, -1.59323, -2.61861], [0.56002, -4.77208, -2.05804], [0.63645, -2.42681, 0.33468], [2.89087, -2.80494, -3.23396], [3.52735, -2.55267, -1.61456], [2.71214, -1.23057, -2.47053], [-0.07851, -1.71914, -3.68545], [-0.02820, -0.51862, -2.41299], [-1.31863, -1.75091, -2.45634], [1.20379, -5.07853, -2.88086], [-0.47709, -4.90827, -2.36041], [0.77035, -5.40219, -1.19602], [1.53885, -2.69160, 0.89405], [-0.19546, -3.01468, 0.72958]], "atomic_forces_ev_per_a": [[-1.69, -1.39, -1.56], [0.08, 0.27, 0.26], [0.13, 0.24, -0.03], [-0.39, -0.04, -0.03], [0.19, -0.06, 0.01], [-0.16, -0.07, -0.06], [0.25, 0.12, 0.03], [-0.22, -0.35, -0.10], [0.32, 0.74, 0.02], [0.43, 0.68, 0.47], [0.06, 0.04, 0.11], [0.09, -0.14, -0.04], [-0.19, 0.07, -0.03], [-0.03, -0.14, -0.02], [0.01, 0.03, 0.00], [-0.01, 0.00, -0.01], [0.01, 0.03, 0.01], [0.07, -0.07, -0.07], [-0.10, 0.11, 0.22], [-0.05, 0.07, -0.16], [-0.05, -0.10, 0.25], [0.30, 0.31, 0.43], [-0.02, -0.07, -0.11], [0.16, -0.19, 0.09], [-0.10, 0.06, -0.05], [-0.01, -0.01, 0.00], [-0.03, 0.02, 0.01], [0.00, 0.01, 0.00], [0.04, -0.01, -0.06], [0.04, 0.00, -0.06], [0.07, -0.06, -0.04], [0.00, 0.04, -0.02], [-0.06, 0.08, -0.01], [-0.05, 0.03, -0.04], [0.01, 0.00, 0.02], [0.02, 0.01, 0.03], [0.02, -0.01, 0.00], [-0.11, -0.23, 0.13], [0.28, -0.47, -0.37], [0.19, -0.36, 0.78], [-0.11, 0.35, 0.12], [0.57, 0.05, 0.64], [-0.08, 0.00, -0.01], [-0.06, 0.03, 0.07], [0.06, 0.01, -0.02], [0.42, 0.21, 0.04], [-0.24, 0.27, -0.69], [-0.05, 0.13, 0.09], [0.01, 0.07, -0.01], [-0.01, 0.02, 0.04], [0.00, 0.03, 0.02], [-0.01, -0.21, -0.12], [-0.01, -0.12, -0.16]], "lowdin_charge": [1.5139, -0.1564, -0.0638, -0.1051, 0.0909, -0.0991, 0.0821, 0.0481, -0.2679, -0.2296, -0.3434, 0.1253, 0.1162, 0.1643, 0.1461, 0.1434, 0.1394, -0.0555, -0.2336, 0.0448, -0.7255, 0.6926, 0.0265, -0.1904, -0.0602, 0.0904, 0.0866, 0.0853, 0.1288, 0.0684, 0.1430, 0.1332, 0.1329, 0.1255, 0.0704, 0.0933, 0.0696, -0.2062, 0.7913, -0.2394, -0.1791, -0.4248, 0.0413, 0.0402, 0.0101, 0.0673, -0.0065, -0.0037, 0.0357, 0.0247, 0.0341, 0.0083, -0.0240]}

***

No. 2
{"formula": "C7H9BO3", "method": "ωB97M-V/def2-TZVPD", "total_charge": 0, "lumo_ev": [0.7, -0.9], "relative_energy_kcal_mol": 0.00, "energy_ha": -522.57737, "s2": 2.02, "spin_multiplicity": 3, "orbital_gap_ev": [6.839, 8.183], "symbols": ["B", "C", "C", "C", "C", "C", "C", "C", "O", "O", "O", "H", "H", "H", "H", "H", "H", "H", "H", "H"], "coordinates": [[3.05205, -0.73743, 1.24266], [-1.32778, 1.34707, -1.72645], [-1.71136, 0.07896, -1.65902], [-0.38729, 1.15922, 0.44015], [-0.99051, 2.03178, -0.45313], [-1.55433, -0.73481, -0.38238], [0.64251, -1.14962, 1.10926], [-0.39780, -0.20062, 0.47924], [1.74151, -0.45013, 1.46630], [3.44314, -1.82603, 0.48165], [-1.12358, 3.31293, -0.44021], [-1.59943, 2.02779, -2.48418], [-2.33013, -0.53336, -2.50247], [-2.42529, -0.30377, 0.21305], [-1.72204, -1.72352, -0.47738], [0.24701, -1.82423, 1.98192], [0.76845, -1.91642, 0.39321], [3.83560, -0.06484, 1.86993], [2.76445, -2.27345, 0.06196], [-0.92519, 3.78047, 0.38589]], "atomic_forces_ev_per_a": [[0.02, -0.85, 0.18], [-1.18, 1.29, 2.20], [-1.24, -3.58, -1.90], [0.64, -0.37, 1.15], [0.61, -4.17, -1.37], [-0.53, 5.36, 1.05], [-3.28, -0.42, 1.00], [0.28, -0.26, -0.44], [1.43, 1.01, 0.87], [2.25, 2.19, 1.66], [-0.12, 3.33, 0.09], [-0.11, 0.38, -1.22], [1.88, 1.92, 1.72], [0.27, -0.89, -0.35], [-0.01, -3.39, -0.37], [0.39, 1.63, -0.89], [0.71, -0.86, -1.39], [-0.09, -0.29, -0.60], [-2.11, -1.38, -1.29], [0.19, -0.64, -0.10]], "mulliken_spin": [0.0006, -0.0704, 0.2064, 0.8820, 0.3337, 0.0525, 0.0255, 0.3500, -0.0018, 0.0001, 0.0808, 0.0058, 0.0166, 0.0677, 0.0114, 0.0204, 0.0099, 0.0005, -0.0005, 0.0087]}

***

No. 3
{"formula": "CH2ClNO3S", "method": "ωB97M-V/def2-TZVPD", "total_charge": 0, "lumo_ev": -0.2, "relative_energy_kcal_mol": 46.06, "energy_ha": -1178.09318, "smiles": "NS(=O)(=O)C(=O)Cl", "orbital_gap_ev": 9.844, "symbols": ["N", "S", "O", "O", "C", "O", "Cl", "H", "H"], "coordinates": [[0.27941, -0.01168, -0.48119], [0.47540, 1.67286, -0.56496], [-0.57780, 2.45694, -0.14465], [1.17269, 1.90138, -1.78342], [2.04429, 1.80199, 1.03665], [2.04377, 1.27004, 2.10486], [3.25694, 2.88879, 0.35993], [-0.60696, -0.48830, -0.11202], [0.75119, -0.36566, -1.38390]], "atomic_forces_ev_per_a": [[-0.43, 0.05, -1.36], [4.77, -3.52, 1.60], [-3.18, 1.58, 1.13], [0.16, 0.11, -0.39], [-1.56, -0.71, 0.02], [-0.04, 1.17, -2.51], [-0.09, -0.29, 0.44], [1.82, 1.29, -0.98], [-1.45, 0.32, 2.05]], "lowdin_charge": [-0.1216, 0.5691, -0.2700, -0.3312, -0.7375, 0.0293, 0.6455, 0.1127, 0.1035]}

***

No. 4
{"formula": "C32H33N7O8PSTi", "method": "ωB97M-V/def2-TZVPD", "total_charge": -2, "lumo_ev": [4.2, 4.1], "relative_energy_kcal_mol": 44.41, "energy_ha": -3813.50151, "s2": 3.77, "spin_multiplicity": 4, "orbital_gap_ev": [3.801, 5.739], "symbols": ["Ti", "O", "N", "C", "C", "C", "C", "C", "S", "H", "H", "H", "H", "O", "C", "C", "O", "C", "C", "O", "C", "O", "O", "C", "P", "C", "C", "C", "C", "C", "C", "C", "C", "C", "C", "C", "C", "H", "H", "H", "H", "H", "H", "H", "H", "H", "H", "H", "H", "H", "C", "N", "C", "C", "C", "N", "C", "C", "O", "H", "H", "H", "H", "H", "H", "H", "H", "H", "H", "H", "H", "N", "C", "N", "N", "C", "N", "H", "H", "H", "H", "O", "C"], "coordinates": [[-0.33864, 0.24787, -0.85680], [0.93453, -0.80653, 0.18477], [1.27775, -0.81204, 1.49355], [2.02028, -1.91057, 1.91079], [2.62373, -1.86846, 3.13899], [2.46729, -0.76039, 3.98073], [1.56809, 0.28058, 3.54972], [0.94590, 0.24345, 2.32068], [-0.16922, 1.40163, 1.66379], [2.06845, -2.72072, 1.20193], [3.21237, -2.72691, 3.44347], [2.94114, -0.72112, 4.95108], [1.33153, 1.11606, 4.19417], [-2.57745, -4.81441, -3.50840], [-2.18922, -3.77970, -2.99995], [-1.32304, -2.72118, -3.67465], [-0.97642, -2.72622, -4.84861], [-1.05519, -1.73598, -2.63324], [-1.77423, -2.03595, -1.45421], [-1.75987, -1.22595, -0.46387], [-2.49317, -3.29997, -1.58809], [-3.20060, -3.87922, -0.77516], [-0.34066, -0.67618, -2.70893], [-5.03373, 1.77757, -0.67456], [-3.78444, 0.97077, 0.40838], [-4.71255, -0.51587, 0.94772], [-4.08130, -1.32402, 1.90054], [-4.60788, -2.55007, 2.25717], [-5.76638, -3.01503, 1.64464], [-6.38369, -2.24402, 0.67710], [-5.85560, -1.00559, 0.32532], [-3.91270, 2.08390, 1.87114], [-4.56730, 1.73219, 3.05168], [-4.63062, 2.61150, 4.12384], [-4.03836, 3.86341, 4.03621], [-3.38121, 4.22331, 2.86899], [-3.32253, 3.34657, 1.79619], [-6.02457, 1.81121, -0.21815], [-5.08224, 1.24910, -1.62809], [-4.69259, 2.79485, -0.86651], [-3.14449, -0.99172, 2.33592], [-4.09159, -3.16343, 2.98446], [-6.15720, -3.99405, 1.89334], [-7.27180, -2.60971, 0.17514], [-6.34431, -0.43111, -0.45116], [-5.02777, 0.75796, 3.14317], [-5.14269, 2.31083, 5.03057], [-4.08365, 4.55088, 4.87326], [-2.89847, 5.19029, 2.79022], [-2.78376, 3.62171, 0.89799], [2.47573, 0.63539, -4.08281], [3.67253, 0.19953, -3.38421], [4.80138, 1.10083, -3.38051], [6.07327, 0.32135, -3.11671], [5.90970, -0.41852, -1.80538], [4.72722, -1.24835, -1.85394], [4.62152, -2.27012, -0.83747], [3.56519, -0.87131, -2.51120], [2.52413, -1.47912, -2.38629], [2.67152, 0.67317, -5.15882], [2.16651, 1.62771, -3.74298], [1.66108, -0.05849, -3.88256], [4.67666, 1.88609, -2.61825], [4.83930, 1.59890, -4.35322], [6.93963, 0.98514, -3.08387], [6.21588, -0.40557, -3.92045], [5.85222, 0.29531, -0.97048], [6.76789, -1.07172, -1.61596], [5.42830, -2.99985, -0.96368], [3.66074, -2.76829, -0.94155], [4.68228, -1.84866, 0.17088], [4.74331, 2.42809, 1.18875], [3.67629, 1.93558, 0.46154], [3.44363, 0.60790, 0.55527], [3.05045, 2.78388, -0.33318], [1.97131, 2.26555, -0.90140], [1.03905, 1.77380, -1.36901], [4.77770, 2.07390, 2.13752], [4.73717, 3.43886, 1.17743], [3.46002, 0.19636, 1.48488], [2.61253, 0.25759, 0.05842], [-1.85610, 1.40119, -1.92474], [-1.95798, 1.83435, -0.81234]], "atomic_forces_ev_per_a": [[-0.94, 0.27, 1.47], [0.78, -0.20, -0.22], [-0.46, -0.22, -0.01], [0.09, 0.08, 0.13], [0.12, -0.10, 0.00], [-0.06, 0.21, -0.23], [0.10, 0.00, 0.16], [-0.10, 0.07, -0.11], [0.19, -0.29, -0.05], [-0.04, -0.01, 0.02], [0.02, 0.01, 0.02], [-0.01, -0.01, 0.04], [-0.04, -0.02, 0.04], [0.07, 0.25, 0.14], [0.03, -0.02, -0.10], [-0.17, -0.25, -0.06], [0.00, 0.01, 0.24], [0.13, 0.09, -0.29], [-0.22, -0.09, 0.00], [-0.16, -0.14, -0.08], [-0.01, -0.18, -0.10], [0.10, 0.12, -0.11], [0.07, -0.41, -0.13], [-0.02, 0.09, 0.01], [-0.74, -0.42, 0.46], [0.21, -0.11, 0.05], [0.03, 0.04, -0.01], [-0.06, 0.00, -0.01], [0.03, -0.04, 0.04], [0.00, 0.05, -0.03], [-0.10, 0.05, 0.07], [-0.22, -0.11, -0.05], [0.02, 0.02, 0.04], [0.04, 0.02, -0.04], [-0.03, 0.01, 0.04], [0.00, 0.03, -0.05], [0.11, -0.02, -0.03], [-0.01, 0.02, 0.00], [0.02, 0.00, -0.01], [0.01, 0.00, -0.03], [0.02, 0.00, -0.02], [0.01, -0.02, -0.01], [-0.01, 0.00, 0.00], [0.01, -0.01, -0.02], [-0.01, 0.02, 0.00], [-0.02, -0.02, -0.03], [0.00, 0.01, 0.01], [0.01, -0.01, 0.00], [0.00, 0.00, 0.02], [-0.01, 0.00, 0.01], [-0.03, 0.03, 0.00], [-0.03, -0.09, 0.11], [-0.05, -0.01, 0.04], [-0.01, 0.00, 0.00], [-0.03, -0.04, 0.01], [0.01, -0.03, 0.03], [-0.03, -0.07, 0.02], [0.02, 0.27, -0.32], [0.08, -0.31, 0.11], [0.01, 0.00, -0.02], [0.00, -0.02, -0.02], [0.01, 0.02, 0.02], [0.02, 0.04, -0.04], [0.01, -0.02, 0.00], [-0.01, 0.01, 0.03], [0.06, 0.03, -0.02], [0.03, 0.00, 0.02], [0.00, 0.02, -0.01], [0.00, 0.00, 0.01], [0.03, 0.04, -0.01], [0.00, 0.03, 0.01], [-0.30, 0.27, 0.17], [0.07, -0.25, 0.07], [-0.50, 0.44, -0.10], [-0.06, -0.39, -0.09], [0.61, 0.16, 0.08], [0.39, 0.60, -0.42], [0.14, -0.17, -0.14], [-0.04, -0.04, 0.03], [0.38, -0.01, 0.00], [0.05, -0.02, 0.02], [-0.47, 0.17, -0.13], [0.82, 0.56, -0.65]], "mulliken_spin": [1.4345, 0.0074, 0.2060, 0.3442, -0.2035, 0.4203, 0.0793, 0.0519, -0.0015, 0.0271, -0.0162, 0.0628, -0.0018, 0.0020, -0.0011, -0.0053, -0.0062, -0.0379, 0.0485, -0.0380, 0.0095, 0.0103, 0.0241, 0.0086, -0.0077, 0.0022, -0.0010, 0.0011, 0.0006, -0.0004, 0.0011, -0.0265, 0.0003, -0.0003, 0.0004, 0.0083, 0.0108, 0.0027, -0.0004, -0.0051, 0.0006, 0.0006, 0.0000, 0.0003, -0.0004, 0.0001, 0.0000, 0.0002, 0.0006, -0.0011, -0.0011, -0.0013, 0.0014, 0.0002, -0.0002, -0.0038, 0.0157, 0.0074, 0.0040, 0.0004, 0.0000, 0.0064, -0.0001, -0.0002, 0.0000, 0.0000, 0.0001, 0.0004, 0.0004, -0.0012, -0.0055, 0.0059, 0.0041, -0.0156, -0.0043, 0.0323, -0.0321, 0.0080, -0.0009, 0.0239, -0.0061, 0.1187, 0.4309]}